Record 1
ClZr as an isolated structure in a non-equilibrium geometry, computed with the ωB97M-V functional and the def2-TZVPD basis.

- Calculated total energy: -13756.91882 eV
- Kohn-Sham gap: 7.90 eV
- Charge: +3
- ΔE to the lowest compared entry with this formula, charge and spin: 98.4 kJ/mol

The geometry in XYZ format:
```
2
Properties=species:S:1:pos:R:3:forces:R:3:nbo_charge:R:1
Zr -1.04336 -0.38834 -0.47895 4.6 1.7 2.1 2.82
Cl 1.04336 0.38835 0.47895 -4.6 -1.7 -2.1 0.18
```
Forces are in eV/Å.

Record 2
A 3-piece molecular cluster, C3H14NO4 overall in a non-equilibrium geometry, computed with the ωB97M-V functional and the def2-TZVPD basis.

- Calculated total energy: -13010.25554 eV
- Kohn-Sham gap: 10.97 eV
- Charge: +1
- ΔE to the lowest compared entry with this formula, charge and spin: 229.0 kJ/mol

The geometry in XYZ format:
```
22
Properties=species:S:1:pos:R:3:forces:R:3:nbo_charge:R:1
C -0.69902 -0.38052 0.64581 0.4 -1.2 -0.3 -0.09
O 0.05273 -0.76559 1.83287 1.8 0.3 -2.7 -0.76
C 0.08857 0.70199 -0.17342 -2.2 -0.3 0.3 -0.08
C 0.13127 1.96139 0.67865 0.9 -0.7 0.4 -0.11
O 0.79400 2.84710 -0.21044 0.1 1.8 1.7 -0.73
N 1.48377 0.13164 -0.38053 -0.5 -2.1 -3.3 -0.73
H -1.65874 -0.13773 1.10804 -0.2 0.5 -1.4 0.23
H -0.75422 -1.20313 -0.11692 -0.5 0.0 1.3 0.19
H -0.48777 -0.85146 2.58819 -1.1 -0.1 1.1 0.50
H -0.24348 0.88692 -1.25657 -0.3 -0.3 1.9 0.24
H -0.79473 2.40519 1.17947 0.7 -1.0 -1.4 0.22
H 0.72067 1.55818 1.55942 0.0 1.2 -0.6 0.18
H 0.83305 3.72108 0.25515 0.3 -0.9 -0.9 0.50
H 1.66726 -0.66465 0.27378 0.0 0.8 -0.6 0.47
H 1.66063 -0.18860 -1.51845 -0.7 0.3 3.6 0.50
H 2.14846 0.85236 -0.28989 1.2 1.2 0.7 0.44
H 2.17916 -0.81743 -4.26868 -0.3 0.2 1.0 0.52
H 1.86048 0.47878 -3.45662 0.0 -1.4 -0.4 0.48
O 1.86681 -0.51356 -3.38418 0.2 1.6 -0.4 -0.97
H -3.90382 -3.08301 2.30951 -0.3 0.3 0.4 0.47
H -3.29777 -3.94511 1.23444 -0.8 2.4 0.0 0.47
O -3.64732 -2.99385 1.39039 1.2 -2.6 -0.4 -0.94
```
Forces are in eV/Å.